# 1
The following is a quantum chemistry calculation of a structure of composition C25H28AlCl5O2, from OMol25.

```
61
Properties=species:S:1:pos:R:3:forces:R:3:lowdin_charge:R:1
O -3.048317 -0.102550 -3.623022 -0.8899 -0.4617 -1.6277 -0.129
C -2.685480 -0.975745 -4.744733 0.5625 -0.4653 0.3980 -0.152
C -3.777331 -0.433503 -5.652238 0.2549 -0.0993 0.2076 -0.080
H -2.791862 -2.031105 -4.463933 0.1225 0.2074 -0.0208 0.122
H -1.665327 -0.787946 -5.102474 -0.1318 -0.0305 0.2300 0.118
C -4.098353 0.460640 -4.460209 -0.8865 0.5001 -0.2091 -0.599
H -4.570142 -1.149285 -5.883360 0.2191 0.1982 -0.2722 0.118
H -3.400194 0.130957 -6.511048 -0.2910 -0.3815 -0.0082 0.117
C -5.482743 0.238661 -3.915589 -0.4551 -0.0269 0.4369 -0.027
H -5.673450 -0.817321 -3.702935 0.0453 0.0871 -0.0574 0.091
H -6.202451 0.588104 -4.670224 0.0819 -0.1615 0.2491 0.095
H -5.653802 0.807071 -2.991156 0.0755 -0.0972 -0.1846 0.092
C -3.927385 1.915661 -4.799432 0.1923 0.7202 0.1106 -0.029
H -2.948326 2.129560 -5.238184 -0.0458 -0.0931 0.0526 0.091
H -4.058842 2.571088 -3.928866 0.0113 -0.1601 -0.1035 0.092
H -4.696731 2.177062 -5.541016 0.2323 0.0152 0.1825 0.096
Al 1.893276 0.087802 2.503858 0.1274 -0.0762 0.9351 0.208
C 3.422859 2.358298 2.035480 0.9148 -1.3742 -0.2235 -0.094
C 3.701936 0.953775 1.917890 0.6655 1.8312 -1.0804 -0.193
C 2.918046 0.454083 0.771581 0.1450 0.9397 -0.2195 -0.180
H 4.546439 0.427464 2.354702 -0.4503 0.1330 0.1109 0.110
C 2.249664 1.609730 0.213525 0.6628 -0.1163 0.3999 -0.086
C 2.557349 2.727218 1.000674 -0.2045 0.2129 -0.9082 -0.126
H 2.231424 3.749280 0.775870 -0.0163 -0.5338 0.2827 0.111
H 3.888743 3.035952 2.756044 -0.3635 -0.4037 -0.1317 0.115
H 3.121568 -0.468198 0.222845 -0.0901 0.2662 0.3101 0.116
H 1.734997 1.613025 -0.745952 -0.1904 -0.0509 0.4981 0.100
C 0.929840 1.145256 4.011935 -1.2466 0.8166 0.0333 -0.172
C 0.377129 2.277244 3.328638 0.0601 -0.6982 0.5718 -0.095
C -0.660772 1.840765 2.492585 -0.3693 -0.0714 0.0845 -0.125
H 0.674872 3.311273 3.506338 0.0923 -0.4008 -0.3220 0.114
C -0.807452 0.445013 2.616382 0.1412 0.1802 1.1074 -0.104
C 0.137341 -0.023678 3.592311 -0.8535 0.8417 -0.2363 -0.200
H 0.063693 -0.952864 4.158406 0.2234 0.2000 -0.4033 0.124
H 1.588950 1.181291 4.879930 -0.1340 -0.0510 -0.3859 0.100
H -1.306245 2.493480 1.897409 0.4513 -0.3213 0.0565 0.107
H -1.575976 -0.175621 2.155219 0.4633 0.2131 -0.0042 0.112
O -0.254304 -0.632263 -0.052708 0.5973 -0.4611 -0.4762 -0.218
C -0.930712 0.510956 -0.616135 0.0008 0.1108 0.2463 -0.209
C -0.833194 0.389000 -2.123668 0.6396 -0.2463 -0.0819 -0.156
H -0.465378 1.436712 -0.243494 -0.2008 -0.3362 0.0264 0.095
H -1.987338 0.482938 -0.288352 0.4269 -0.0123 -0.0401 0.129
C -0.593818 -1.139634 -2.293109 -0.9536 0.5533 0.0754 -0.162
H 0.025059 0.955782 -2.527282 -0.1677 -0.2152 0.2061 0.116
H -1.743278 0.742531 -2.596770 0.4446 -0.0692 0.0592 0.083
C 0.333995 -1.418660 -1.134462 -0.2881 0.5152 0.4227 -0.204
H -0.231865 -1.425717 -3.275468 0.2278 -0.0248 -0.0356 0.104
H -1.565376 -1.647442 -2.116901 0.5234 0.1313 -0.1153 0.125
H 1.358587 -1.050636 -1.353878 -0.3548 -0.2496 0.1625 0.117
H 0.363115 -2.475037 -0.822205 0.0296 0.4498 -0.0349 0.108
Cl 4.331374 0.566686 5.259604 0.1437 0.1045 0.1204 0.729
C 3.881361 -1.007114 4.724852 -0.1530 -1.6546 -0.0567 -0.667
C 2.942873 -1.149779 3.715492 -0.5583 0.1504 -0.7401 -0.218
C 2.560532 -2.395852 3.262007 0.8909 -0.6326 0.8783 -0.585
Cl 1.405138 -2.370921 1.911943 0.4036 -0.6614 0.3206 0.853
C 3.072593 -3.578819 3.816077 0.2874 0.8003 0.3361 -0.693
Cl 2.533849 -5.103554 3.256094 0.0628 -0.1942 0.0207 0.698
C 4.035751 -3.451141 4.856957 -0.6514 0.9610 -0.6506 -0.698
Cl 4.681968 -4.857088 5.571978 0.1353 -0.2584 0.1215 0.695
C 4.449198 -2.166988 5.307689 -0.7070 0.0076 -0.7474 -0.691
Cl 5.622923 -2.025902 6.544486 0.0950 -0.0558 0.1238 0.691
```
Forces are in eV/Å.

The charge is 0. The HOMO energy is -8.04 eV. The value obtained for the HOMO-LUMO gap is 8.536 eV. For the relative energy (zero: lowest compared OMol25 entry of this formula, charge and spin), the calculation gives 0.0 kJ/mol. The strongest force on any atom is 2.23 eV/Å. As for the total energy: -3663.203723 Ha.

***

# 2
The following is a quantum chemistry calculation of a structure of composition C25H28AsN7O6S7TeW, from OMol25.

```
76
Properties=species:S:1:pos:R:3:forces:R:3:lowdin_charge:R:1
W -0.131748 0.337598 -0.316366 0.1390 0.8132 -0.9104 1.140
O -0.582268 1.973747 -1.826925 0.1206 0.0118 -0.1331 -0.691
S -1.968521 1.433085 -2.168386 -0.3169 0.3598 0.1321 0.928
O -2.170765 0.514616 -0.946540 0.1651 -0.5378 0.0447 -0.574
O 0.072759 -0.481296 -2.116310 0.2887 0.6851 1.1368 -1.031
C -2.937719 2.856547 -1.707867 0.1598 -0.0981 -0.0472 -0.320
C -3.629353 3.483265 -2.728978 0.0112 -0.0667 -0.0276 -0.078
C -4.239984 4.711279 -2.514180 0.0101 0.0247 0.0690 -0.064
C -4.125376 5.306162 -1.271381 -0.0105 -0.0348 -0.0812 -0.054
C -3.428885 4.673926 -0.246937 -0.0169 -0.0209 0.0697 -0.044
C -2.829009 3.438057 -0.442508 -0.0737 0.1403 0.0810 -0.202
S -2.175968 2.683381 1.067735 -0.5599 0.3040 0.3058 0.535
O -1.945881 3.842512 1.934448 0.0114 -0.0887 -0.0054 -0.330
O -3.191827 1.774078 1.502955 0.0315 0.0532 0.0051 -0.256
O -0.839279 2.060340 0.869643 0.3797 -0.5407 -0.4904 -0.562
H -3.673705 3.009256 -3.702583 0.0100 -0.0073 0.0024 0.110
H -4.782490 5.195270 -3.314792 -0.0058 0.0163 0.0079 0.108
H -4.578996 6.269529 -1.080301 -0.0106 0.0038 -0.0180 0.110
H -3.359410 5.143649 0.722533 0.0204 -0.0180 0.0156 0.111
S 0.728873 -0.429304 3.677309 0.0439 0.0181 -0.0592 -0.015
As 1.593436 -0.076449 1.776857 -0.1717 -0.1519 -0.0303 -0.178
S 1.230738 -1.477204 0.090794 0.2120 -0.2533 0.0599 0.196
S 1.867718 1.948180 -0.641964 -0.1652 -0.3045 0.1741 0.096
S 3.657681 0.268719 1.755092 -0.0692 0.0474 0.1000 -0.040
N -1.399782 -2.904782 3.587393 0.1648 0.0307 0.1232 0.177
C -2.630033 -2.398794 3.479776 -0.0838 0.1410 -0.2067 -0.483
N -3.641653 -2.950773 4.173713 0.0356 -0.0401 0.0780 0.174
N -2.956625 -1.395576 2.672522 -0.0599 -0.1592 0.0979 0.164
C -2.052329 -0.926987 1.885850 0.2038 0.0921 -0.0158 -0.294
N -1.258357 -0.496271 1.166388 -0.4056 -0.0451 0.1695 -0.072
H -1.218524 -3.590099 4.302355 0.0172 -0.0076 -0.0515 0.113
H -0.601795 -2.299204 3.339667 -0.1586 -0.0334 0.0747 -0.021
H -3.465091 -3.552602 4.956781 -0.0040 -0.0045 -0.0129 0.109
H -4.538531 -2.502848 4.104056 0.0114 0.0024 -0.0272 0.115
N -2.106159 -4.455732 -2.213772 0.0139 -0.0743 -0.0231 0.052
C -3.338259 -4.088131 -1.728046 -0.0101 0.0514 0.0027 -0.111
C -3.113469 -2.950987 -1.007332 -0.0524 -0.0842 -0.0653 -0.154
N -1.781753 -2.623534 -1.041168 0.0606 0.0210 0.0588 0.043
C -1.205808 -3.543936 -1.769157 0.0142 0.1347 -0.0136 -0.210
H -1.904233 -5.249081 -2.795353 0.0084 0.0148 -0.0104 0.144
H -4.230176 -4.648642 -1.944074 -0.0086 0.0026 0.0091 0.100
H -3.830186 -2.341539 -0.481106 0.0073 0.0022 0.0171 0.096
H -0.157934 -3.579108 -2.027759 0.0037 -0.0099 0.0057 0.116
S 1.275537 3.809466 -0.033844 0.0070 0.0453 -0.2473 0.600
C 1.670216 3.703846 1.684275 0.0562 -0.0317 0.1788 -0.590
N 0.661083 3.833494 2.562605 0.0916 -0.0645 0.0486 0.087
C 0.822228 3.701493 3.885184 -0.0551 0.0144 -0.0505 -0.034
C 2.062653 3.431248 4.404985 0.0609 -0.0052 0.0000 -0.028
C 3.133299 3.296911 3.528532 -0.0200 -0.0184 0.0701 -0.041
C 2.942005 3.447388 2.168076 -0.0819 0.0181 -0.1020 -0.124
H -0.317814 3.931627 2.212866 -0.0206 0.0383 -0.0147 0.080
H -0.077904 3.791263 4.475291 0.0025 -0.0088 0.0061 0.143
H 2.182472 3.295855 5.468741 0.0000 -0.0060 0.0030 0.117
H 4.114689 3.043341 3.903766 0.0115 0.0097 -0.0025 0.121
H 3.746769 3.314546 1.462985 0.0212 -0.0213 0.0014 0.098
C 1.631851 -5.880873 -5.934546 0.0007 -0.0364 -0.0035 -0.054
C 1.645583 -4.542644 -5.248714 -0.0042 0.0171 0.0064 -0.273
C 0.566221 -3.675412 -5.348057 0.0101 -0.0527 0.0082 -0.028
C 0.577410 -2.418489 -4.752640 -0.0559 0.1470 0.0821 -0.313
C -0.635444 -1.537039 -4.877652 -0.0084 -0.0242 -0.0298 -0.082
C 1.707818 -2.023003 -4.023034 0.0768 0.0288 0.1053 -0.414
Te 1.755370 -0.119757 -3.079562 -0.0377 -0.4425 -0.6582 1.347
C 2.801794 -2.891541 -3.891615 -0.0204 0.0254 -0.0111 -0.311
C 4.028109 -2.528331 -3.097125 0.0505 -0.0095 0.0117 -0.091
C 2.751529 -4.134499 -4.514907 -0.0135 -0.0048 0.0229 -0.022
H 0.619765 -6.173515 -6.213818 -0.0008 0.0059 -0.0023 0.071
H 2.048304 -6.658650 -5.293169 0.0036 0.0038 0.0009 0.077
H 2.232396 -5.855477 -6.846311 -0.0022 0.0039 -0.0009 0.083
H -0.310996 -3.980469 -5.909698 -0.0034 0.0054 -0.0089 0.112
H -1.346816 -1.957978 -5.587994 0.0062 -0.0026 -0.0072 0.077
H -0.356032 -0.535072 -5.211550 0.0042 -0.0020 0.0027 0.062
H -1.128462 -1.420577 -3.911005 -0.0154 -0.0183 -0.0151 0.056
H 3.764833 -2.137376 -2.112889 -0.0157 -0.0161 0.0026 0.046
H 4.620913 -1.758643 -3.596983 -0.0201 0.0055 -0.0089 0.081
H 4.667368 -3.401180 -2.967377 0.0078 0.0082 0.0005 0.075
H 3.598186 -4.805596 -4.413902 0.0038 -0.0013 0.0001 0.116
```
Forces are in eV/Å.

The charge is 0. The HOMO energy is -6.95 eV. The value obtained for the HOMO-LUMO gap is 5.961 eV. For the relative energy (zero: lowest compared OMol25 entry of this formula, charge and spin), the calculation gives 0.0 kJ/mol. The strongest force on any atom is 1.36 eV/Å. As for the total energy: -7162.484222 Ha.